[1]
C5H11NO4S2 as an isolated structure in a non-equilibrium geometry, computed with the ωB97M-V functional and the def2-TZVPD basis.

Last column: natural (NBO) charge in e.
CARTESIAN COORDINATES (ANGSTROEM)
S -0.71 0.69 0.15  2.19
S 1.82 -0.55 0.02  2.36
O -0.81 0.69 1.58  -0.91
O 1.20 -1.35 1.02  -0.92
O 2.08 -1.14 -1.25  -0.91
O 0.95 0.79 -0.20  -0.92
N -1.41 -0.30 -0.74  -0.90
C -3.16 -1.57 0.42  -0.61
C 3.31 0.25 0.61  -0.50
C -1.79 -1.61 -0.25  -0.24
C 4.14 0.72 -0.29  -0.30
C -1.10 2.32 -0.51  -0.82
H -1.04 -1.99 0.45  0.21
H -3.90 -1.17 -0.27  0.20
H 3.38 0.34 1.67  0.25
H -3.46 -2.56 0.73  0.21
H -1.82 -2.27 -1.13  0.20
H -0.23 2.95 -0.42  0.25
H -1.38 2.16 -1.55  0.26
H 5.04 1.27 -0.05  0.22
H -1.92 2.71 0.07  0.25
H 3.93 0.55 -1.34  0.23
H -3.11 -0.92 1.30  0.21

## Properties
- HOMO-LUMO gap (eV) = 10.06
- total energy (eV) = -36710.8587
- net charge = 0
- E_LUMO (eV) = 0.43
- highest occupied orbital energy (eV) = -9.6

[2]
C5H11NOS as an isolated structure in a non-equilibrium geometry, computed with the ωB97M-V functional and the def2-TZVPD basis.

Last column: natural (NBO) charge in e.
CARTESIAN COORDINATES (ANGSTROEM)
S 3.17 -1.21 -0.39  -0.15
O 1.20 1.23 -0.81  -0.39
N 0.67 -0.12 -0.61  -0.15
C -0.78 0.05 -0.05  -0.06
C 1.98 1.88 0.38  -0.33
C -1.42 -1.02 1.00  -0.66
C 1.48 -1.07 -0.21  -0.07
C -1.84 -0.31 -1.26  -0.60
H 0.98 -1.87 0.50  0.21
H -1.65 -1.31 -1.50  0.20
H -1.96 0.47 -2.37  0.22
H -2.98 -0.08 -0.79  0.20
H 2.51 1.02 1.25  0.21
H 2.83 2.60 -0.01  0.25
H -0.83 -2.01 0.80  0.22
H -0.90 1.05 0.34  0.21
H -2.57 -0.98 0.61  0.26
H 1.10 2.18 1.08  0.19
H -0.99 -0.50 2.03  0.23

## Properties
- HOMO-LUMO gap (eV) = 8.50
- total energy (eV) = -19728.8034
- net charge = 0
- E_LUMO (eV) = 0.21
- highest occupied orbital energy (eV) = -8.3

[3]
A 2-piece molecular cluster, C5H11NOS overall in a non-equilibrium geometry, computed with the ωB97M-V functional and the def2-TZVPD basis.

Last column: natural (NBO) charge in e.
CARTESIAN COORDINATES (ANGSTROEM)
S 1.75 0.22 -1.17  0.96
O 1.20 -1.10 -0.88  -0.80
N -0.17 -0.77 0.76  -0.24
C -1.71 1.00 0.22  -0.43
C 3.43 0.32 -0.41  -0.82
C -2.34 -0.25 -0.27  -0.45
C -0.31 0.61 0.80  -0.30
C -1.36 -1.39 0.21  -0.29
H 0.08 0.99 1.73  0.21
H 0.46 1.08 -0.02  0.17
H 3.49 0.96 0.50  0.23
H -1.60 1.75 -0.47  0.21
H -3.31 -0.59 0.06  0.22
H 3.67 -0.70 -0.23  0.24
H 4.07 0.84 -1.04  0.22
H -2.24 1.54 1.10  0.20
H -2.44 -0.26 -1.35  0.21
H -1.66 -2.06 1.05  0.22
H -0.99 -2.18 -0.60  0.23

## Properties
- HOMO-LUMO gap (spin up / spin down) (eV) = 7.51 / 7.68
- total energy (eV) = -19730.7634
- net charge = 0
- E_LUMO (spin up / spin down) (eV) = 0.79 / -1.25
- multiplicity = 3
- highest occupied orbital energy (spin up / spin down) (eV) = -6.7 / -8.9

[4]
A 2-piece molecular cluster, C5H11NS overall in a non-equilibrium geometry, computed with the ωB97M-V functional and the def2-TZVPD basis.

Last column: natural (NBO) charge in e.
CARTESIAN COORDINATES (ANGSTROEM)
S -3.99 0.48 0.30  0.17
N -1.06 -0.43 0.86  -0.66
C 0.95 0.94 0.78  -0.61
C -0.42 0.69 0.22  -0.05
C -0.85 -1.81 0.49  -0.42
C -3.40 -0.16 -0.95  -0.18
C -0.45 0.57 -1.32  -0.64
H -1.06 -0.20 1.90  0.35
H -1.05 1.49 0.39  0.18
H 0.44 -0.05 -1.72  0.19
H -1.49 -2.57 1.01  0.20
H 0.80 0.71 1.77  0.20
H 1.19 1.97 0.59  0.21
H 0.14 -2.18 0.64  0.17
H 1.66 0.25 0.21  0.21
H -0.48 1.49 -1.86  0.22
H -1.25 0.00 -1.86  0.25
H -1.08 -1.98 -0.56  0.20

## Properties
- HOMO-LUMO gap (eV) = 8.47
- total energy (eV) = -17685.1293
- net charge = 0
- E_LUMO (eV) = 0.24
- highest occupied orbital energy (eV) = -8.2

[5]
An isolated molecule of C5H11NS2 in a non-equilibrium geometry, computed with the ωB97M-V functional and the def2-TZVPD basis.

Last column: natural (NBO) charge in e.
CARTESIAN COORDINATES (ANGSTROEM)
S 2.48 -1.38 -0.25  -0.10
S 1.96 1.74 -0.04  -0.01
N 0.18 -0.52 1.64  -0.84
C 0.30 1.30 -0.08  -0.59
C -1.60 -0.39 0.04  -0.16
C 0.71 -1.13 -0.75  -0.53
C -0.13 -0.23 0.17  0.01
C -2.56 0.20 -0.58  -0.40
H 1.59 3.04 0.68  0.16
H 1.27 -0.97 1.78  0.39
H -2.41 1.10 -1.19  0.21
H -0.31 1.84 0.74  0.26
H -0.32 -1.57 1.69  0.33
H -1.84 -1.32 0.79  0.19
H 0.33 -2.21 -0.79  0.25
H 3.24 -0.03 -0.32  0.18
H 0.75 -0.64 -1.81  0.23
H -3.53 -0.36 -0.60  0.22
H -0.11 1.53 -1.13  0.21

## Properties
- HOMO-LUMO gap (eV) = 9.30
- total energy (eV) = -28519.9351
- SMILES = C=CC(N)(CS)CS
- net charge = 0
- E_LUMO (eV) = 0.48
- highest occupied orbital energy (eV) = -8.8

[6]
A 2-piece molecular cluster, C5H11NSi overall in a non-equilibrium geometry, computed with the ωB97M-V functional and the def2-TZVPD basis.

Last column: natural (NBO) charge in e.
CARTESIAN COORDINATES (ANGSTROEM)
Si 0.65 1.28 0.98  1.51
N -3.86 2.83 0.03  -0.60
C 1.19 -1.57 0.47  -0.60
C 0.94 -0.09 -1.43  -0.61
C -2.82 2.36 0.13  -0.17
C 0.45 -0.34 -0.01  -0.48
C -1.08 -0.54 0.05  -0.66
H -1.70 0.35 -0.38  0.29
H -1.33 -0.62 1.13  0.20
H 0.43 -2.19 1.02  0.23
H 1.54 -2.18 -0.33  0.23
H 0.66 0.87 -1.87  0.22
H 2.00 -0.05 -1.41  0.20
H 0.67 -0.80 -2.12  0.23
H 1.90 1.82 0.99  -0.23
H -0.14 1.51 2.09  -0.18
H -1.45 -1.38 -0.46  0.22
H 1.97 -1.27 1.13  0.20

## Properties
- HOMO-LUMO gap (spin up / spin down) (eV) = 5.60 / 5.51
- total energy (eV) = -14725.2996
- net charge = 0
- E_LUMO (spin up / spin down) (eV) = -3.09 / -3.11
- highest occupied orbital energy (spin up / spin down) (eV) = -8.7 / -8.6

[7]
An isolated ion of composition C5H11O and charge +1 in a non-equilibrium geometry, computed with the ωB97M-V functional and the def2-TZVPD basis.

Last column: natural (NBO) charge in e.
CARTESIAN COORDINATES (ANGSTROEM)
O 0.73 0.11 -0.34  -0.36
C -0.95 -1.72 -0.22  -0.71
C 2.19 0.30 -0.25  -0.24
C -1.33 1.42 -0.28  -0.69
C -0.26 0.87 0.56  0.13
C 0.04 -0.90 0.55  0.13
H 0.16 1.52 1.33  0.24
H -1.15 2.38 -0.58  0.25
H 2.74 -0.54 -0.77  0.25
H -0.60 -2.75 -0.02  0.26
H 2.37 0.33 0.76  0.19
H -0.89 -1.47 -1.37  0.27
H -2.20 1.45 0.40  0.26
H 2.46 1.29 -0.58  0.23
H 0.42 -1.31 1.53  0.27
H -1.97 -1.77 0.29  0.28
H -1.75 0.81 -1.00  0.25

## Properties
- HOMO-LUMO gap (eV) = 11.96
- total energy (eV) = -7399.9732
- net charge = +1
- E_LUMO (eV) = -3.00
- highest occupied orbital energy (eV) = -15.0

[8]
A 2-piece molecular cluster, C5H11O2 overall in a non-equilibrium geometry, computed with the ωB97M-V functional and the def2-TZVPD basis.

Last column: natural (NBO) charge in e.
CARTESIAN COORDINATES (ANGSTROEM)
O 0.92 -1.57 -2.96  -0.77
O 0.93 0.55 -3.63  -0.80
C 0.38 1.57 -1.16  -0.62
C -0.72 -1.36 2.18  -0.62
C 0.72 -0.39 -2.85  0.82
C -0.02 0.09 -1.33  -0.59
C -0.10 -0.01 2.22  -0.63
H 0.45 0.41 1.31  0.23
H -0.90 0.67 2.31  0.20
H 0.66 0.13 2.90  0.20
H -1.13 -0.18 -1.44  0.19
H -0.96 -1.59 1.14  0.23
H -0.14 -2.29 2.61  0.19
H -1.66 -1.46 2.70  0.19
H 1.04 1.98 -1.83  0.24
H 0.46 -0.56 -0.60  0.19
H 0.56 1.77 -0.03  0.16
H -0.50 2.25 -1.54  0.18

## Properties
- HOMO-LUMO gap (eV) = 7.13
- total energy (eV) = -9458.2649
- net charge = -1
- E_LUMO (eV) = 3.61
- highest occupied orbital energy (eV) = -3.5

[9]
A 2-piece molecular cluster, C5H11O2 overall, computed with the ωB97M-V functional and the def2-TZVPD basis.

Last column: natural (NBO) charge in e.
CARTESIAN COORDINATES (ANGSTROEM)
O -0.36 -0.28 -0.32  -0.98
O -2.35 3.34 -1.37  -0.72
C -1.70 2.34 -0.66  0.12
C -0.95 2.64 0.38  -0.53
C 0.84 -2.10 0.71  -0.42
C 2.18 -1.38 0.67  -0.61
C -0.09 -1.60 -0.41  -0.01
H 0.43 -1.89 -1.36  0.06
H -1.81 1.33 -1.02  0.23
H -0.43 1.84 0.88  0.26
H 0.34 -1.86 1.67  0.18
H 2.73 -1.63 -0.24  0.18
H 2.80 -1.63 1.54  0.17
H -2.82 2.92 -2.10  0.46
H -0.81 3.68 0.65  0.17
H -1.00 -2.25 -0.37  0.07
H 0.99 -3.18 0.66  0.15
H 2.01 -0.30 0.68  0.23

## Properties
- HOMO-LUMO gap (eV) = 6.08
- total energy (eV) = -9457.1739
- net charge = -1
- E_LUMO (eV) = 3.60
- highest occupied orbital energy (eV) = -2.5

[10]
A 2-piece molecular cluster, C5H11O2 overall in a non-equilibrium geometry, computed with the ωB97M-V functional and the def2-TZVPD basis.

Last column: natural (NBO) charge in e.
CARTESIAN COORDINATES (ANGSTROEM)
O -1.92 0.27 0.13  -0.79
O -0.60 1.31 -1.38  -0.80
C 0.46 -2.48 -1.36  -0.62
C 1.27 -1.18 -1.33  -0.63
C -1.05 1.10 -0.24  0.78
C -0.54 1.35 2.30  -0.64
C -0.40 2.01 0.92  -0.54
H 0.26 -2.97 -2.31  0.19
H 0.67 -0.39 -1.80  0.27
H -0.53 -2.18 -1.02  0.23
H -0.89 2.97 0.77  0.19
H -0.56 0.27 2.12  0.22
H 0.33 1.49 2.93  0.18
H 0.62 2.09 0.56  0.20
H -1.56 1.57 2.62  0.21
H 0.81 -3.19 -0.61  0.18
H 1.47 -0.87 -0.31  0.20
H 2.15 -1.18 -1.98  0.17

## Properties
- HOMO-LUMO gap (eV) = 8.09
- total energy (eV) = -9459.4950
- net charge = -1
- E_LUMO (eV) = 4.18
- highest occupied orbital energy (eV) = -3.9

[11]
A 2-piece molecular cluster, C5H11O2 overall in a non-equilibrium geometry, computed with the ωB97M-V functional and the def2-TZVPD basis.

Last column: natural (NBO) charge in e.
CARTESIAN COORDINATES (ANGSTROEM)
O 0.93 -1.15 0.90  -0.81
O 2.76 -1.05 -0.41  -0.78
C -0.59 0.05 -1.66  -0.63
C 2.70 0.26 1.59  -0.74
C -2.58 -0.27 -0.04  -0.60
C -1.43 0.60 -0.51  -0.39
C 2.08 -0.74 0.59  0.76
H 3.60 0.73 1.19  0.19
H 0.08 -0.75 -1.33  0.27
H -1.25 -0.22 -2.48  0.17
H -1.82 1.56 -0.87  0.16
H 2.01 1.06 1.84  0.19
H 2.82 -0.29 2.48  0.20
H -0.77 0.74 0.35  0.23
H -3.16 0.31 0.68  0.19
H 0.18 0.78 -1.94  0.20
H -2.22 -1.18 0.43  0.22
H -3.33 -0.44 -0.82  0.18

## Properties
- HOMO-LUMO gap (eV) = 8.08
- total energy (eV) = -9459.7900
- net charge = -1
- E_LUMO (eV) = 4.07
- highest occupied orbital energy (eV) = -4.0

[12]
A 2-piece molecular cluster, C5H11O2 overall in a non-equilibrium geometry, computed with the ωB97M-V functional and the def2-TZVPD basis.

Last column: natural (NBO) charge in e.
CARTESIAN COORDINATES (ANGSTROEM)
O 1.83 1.46 0.11  -0.96
O 3.52 -0.32 0.79  -1.04
C -0.86 -2.03 0.31  -0.43
C -1.36 -1.13 -0.53  -0.14
C -1.78 0.25 -0.09  -0.46
C -0.58 1.29 0.10  -0.41
C 0.77 1.02 -0.65  -0.03
H 2.92 0.50 0.64  0.52
H -0.87 -1.81 1.37  0.18
H -0.49 -3.00 0.01  0.19
H -0.38 1.36 1.17  0.20
H 0.82 -0.04 -0.91  0.11
H -2.38 0.64 -0.92  0.18
H -2.33 0.21 0.85  0.20
H -0.98 2.24 -0.25  0.18
H -1.51 -1.29 -1.59  0.18
H 0.75 1.64 -1.58  0.09
H 2.90 -0.98 1.16  0.44

## Properties
- HOMO-LUMO gap (eV) = 6.86
- total energy (eV) = -9457.4258
- net charge = -1
- E_LUMO (eV) = 3.90
- highest occupied orbital energy (eV) = -3.0

- Look up the total energy of the ninth one.
  -9457.1739 eV

- Which value of total energy does entry 7 give?
  -7399.9732 eV